# C2H5NO2

C2H5NO2 in the gas phase at a distorted geometry (wB97M-V/def2-TZVPD, the Open Molecules 2025 dataset).

Each line ends with the Löwdin charge.
Cartesian coordinates (Å):
O: 1.3071 0.2725 1.2076  -0.003
H: -0.8539 -0.2375 2.0936  0.122
H: 1.3550 0.2663 -1.4978  0.139
C: 0.3399 0.3575 -1.0340  -0.202
O: -0.7240 -0.2329 -1.6534  -0.072
C: 0.2866 0.0414 0.4963  -0.468
H: 0.0619 1.5119 -1.0552  0.158
H: -1.5601 -0.9692 0.5682  0.116
H: -1.3588 -0.5184 -0.9460  0.077
N: -0.8668 -0.3948 1.0900  0.134

The value obtained for the HOMO-LUMO gap is 10.3 eV. The total energy is -7739.2755 eV. As for the SMILES: NC(=O)CO. Its relative energy (zero: lowest compared OMol25 entry of this formula, charge and spin) is 142.4 kJ/mol. The total charge is 0. As for the max |F|: 0.0864 hartree/bohr. For the highest occupied orbital energy, the calculation gives -9.83 eV.

# C6H12N2

A 2-piece molecular cluster, C6H12N2 overall at a distorted geometry (wB97M-V/def2-TZVPD, the Open Molecules 2025 dataset).

Each line ends with the Löwdin charge.
Cartesian coordinates (Å):
C: 0.0104 0.3273 -1.3977  -0.086
H: -1.7499 0.0034 1.2147  0.040
H: -0.4627 2.2653 2.4030  0.062
H: 1.3864 -1.6358 0.6564  0.081
C: -0.2507 1.2084 2.2077  -0.164
N: 1.3962 -1.1544 -2.3116  0.093
H: -1.4389 -0.5376 2.8082  0.062
C: 1.2708 -0.1498 -3.1267  -0.210
H: 0.2165 1.2373 1.2216  0.036
H: -0.6466 0.9152 -0.7815  0.102
H: -2.3907 0.8969 2.5992  0.061
C: 0.5855 -0.8885 -1.2307  -0.356
H: 0.6354 -2.8140 -0.2031  0.078
H: 0.0640 1.6132 -3.0515  0.143
C: 0.5347 -1.7364 -0.0231  -0.052
N: 0.4418 0.7930 -2.6124  0.044
C: -1.5202 0.3705 2.2165  -0.169
H: 1.7858 -0.0353 -4.0702  0.115
H: -0.3842 -1.6323 0.5424  0.054
H: 0.5164 0.9534 2.9388  0.065

The value obtained for the HOMO-LUMO gap is 9.5 eV. The total energy is -9396.6027 eV. As for the SMILES: Cc1c[nH]cn1.CC. Its relative energy (zero: lowest compared OMol25 entry of this formula, charge and spin) is 23.8 kJ/mol. The total charge is 0. As for the max |F|: 0.0322 hartree/bohr. For the highest occupied orbital energy, the calculation gives -8.63 eV.

# C34H34ClN3PScSe

C34H34ClN3PScSe as an isolated structure (wB97M-V/def2-TZVPD, the Open Molecules 2025 dataset).

Each line ends with the Löwdin charge.
Cartesian coordinates (Å):
N: 1.5758 0.0236 1.7215  -0.251
H: -2.7969 -0.9246 -3.5403  0.086
C: -3.3313 3.7145 0.8333  -0.076
Cl: 1.7253 -0.5910 -1.5146  0.809
C: -0.3360 -4.7111 1.3505  -0.073
C: -3.5861 3.7397 -0.5296  -0.089
H: -0.4569 0.7193 -3.5176  0.080
H: 0.2970 3.5624 -2.6566  0.100
H: 2.5420 2.7041 5.3750  0.097
C: 0.7762 -2.6925 -5.3685  -0.064
H: -4.9071 -1.6872 -4.5443  0.105
C: -2.5250 -2.6867 -2.3388  -0.353
C: 0.5978 2.6957 -2.0578  -0.068
C: -1.5197 2.5814 -0.9296  -0.223
C: 0.6023 2.2632 2.0321  -0.220
H: 1.1650 4.5599 4.4735  0.102
H: 1.0427 3.0396 -1.1282  0.086
C: 1.2023 -1.1799 2.5051  -0.091
C: 2.1177 1.4102 3.7206  -0.040
H: -4.4968 4.1802 -0.9135  0.098
H: 3.2748 0.7461 0.6967  0.093
C: -1.2020 2.6425 0.4451  -0.296
H: 2.7438 0.6142 4.1063  0.108
H: -4.0698 4.0986 1.5253  0.105
H: -1.3894 2.2101 -3.6966  0.093
P: -0.9756 -2.0033 -1.6517  1.000
H: 3.1209 -1.0247 0.7414  0.057
H: 2.6857 -1.9771 -6.0474  0.109
H: -2.5658 -4.5448 -1.2609  0.100
H: -2.9025 3.1724 -2.4673  0.105
C: 1.2316 3.6224 3.9352  -0.089
H: 1.3661 -3.8699 -2.0038  0.097
H: -2.0824 0.8476 -2.7963  0.077
C: -0.8599 -3.7023 0.5551  -0.158
C: 0.1335 -2.0773 -3.1230  -0.394
C: -0.2624 -3.3879 -0.6680  -0.368
H: -0.0447 4.2872 2.3519  0.110
Se: -2.1949 -0.6138 1.2690  0.061
H: 3.2044 -0.8218 -3.9130  0.111
N: -0.0036 2.0448 0.8140  -0.079
H: 1.8868 -1.3344 3.3479  0.089
H: 0.1879 -1.0686 2.8776  0.042
H: -1.0568 -3.2872 -4.4265  0.111
C: 0.8763 -4.0887 -1.0648  -0.086
C: 1.9728 -2.0048 -5.2340  -0.071
C: -4.3908 -2.3175 -3.8315  -0.076
C: 2.2707 -1.3518 -4.0474  -0.092
C: -0.1325 -2.7356 -4.3206  -0.057
C: -3.2054 -1.8880 -3.2603  -0.102
H: -4.6774 -5.2987 -2.2674  0.106
H: 2.2892 -5.6179 -0.5818  0.102
C: -4.9209 -3.5504 -3.4764  -0.082
C: -1.1601 1.3839 -3.0135  -0.093
H: -5.8478 -3.8887 -3.9211  0.103
N: -0.5705 1.8481 -1.7600  -0.253
C: 1.3428 -1.3950 -3.0249  -0.610
C: -2.6784 3.1675 -1.4084  -0.031
H: 1.2085 -6.1899 1.5691  0.102
H: 1.3386 2.1211 -2.6177  0.071
C: 1.4324 1.2429 2.5292  -0.196
H: 1.2507 -2.0583 1.8565  0.080
C: -2.1562 3.1733 1.3190  -0.039
C: 1.4020 -5.0881 -0.2575  -0.083
C: 2.9837 -0.1057 1.3120  -0.114
H: 3.6484 -0.1479 2.1790  0.089
C: -3.0672 -3.9155 -1.9814  -0.063
H: -0.8050 -4.9376 2.2995  0.110
Sc: -0.2723 0.1781 0.0735  0.246
H: 0.5522 -3.2039 -6.2957  0.109
H: -1.9820 3.1166 2.3836  0.115
C: 0.5416 3.4697 2.7476  -0.025
C: 2.0129 2.5913 4.4382  -0.097
C: -4.2594 -4.3412 -2.5514  -0.073
H: -1.7076 -3.1263 0.9039  -0.004
C: 0.7962 -5.4044 0.9483  -0.086

The value obtained for the HOMO-LUMO gap is 6.5 eV. The total energy is -148140.5240 eV. The total charge is 0. As for the max |F|: 0.0187 hartree/bohr. For the highest occupied orbital energy, the calculation gives -6.21 eV.

# C13H23BO7

A 2-piece molecular cluster, C13H23BO7 overall (wB97M-V/def2-TZVPD, the Open Molecules 2025 dataset).

Each line ends with the Löwdin charge.
Cartesian coordinates (Å):
H: 4.5225 2.1805 -0.3171  0.122
H: -3.3956 -1.8940 -2.6850  0.101
H: 2.0625 -2.8674 0.6461  0.072
C: -2.3965 -2.0807 -2.2774  -0.251
H: -3.4772 -2.1577 -0.3890  0.076
H: -4.7178 4.2496 2.4527  0.046
H: 0.2391 -1.9292 1.3002  0.122
C: 2.5647 -1.1987 -0.5827  -0.079
H: 3.0565 -0.9684 -1.5279  0.111
H: -1.9668 -2.8613 -2.9123  0.102
B: 2.7833 1.2928 -0.4376  -0.615
H: 1.2004 1.4920 2.3430  0.162
H: -1.3493 -0.6576 -3.5075  0.105
O: -1.0224 3.1853 1.8747  0.109
C: 0.6601 0.1360 0.6829  -0.316
H: 2.2718 0.9189 -2.3182  0.088
C: -0.2737 -0.7246 -1.6383  -0.188
C: 0.5305 -0.9695 1.7344  -0.075
H: -1.7196 -2.3648 -0.1975  0.046
H: -0.5700 1.1818 -0.7279  0.137
H: 0.0030 -1.7365 -1.3394  0.098
H: 0.9151 2.3154 0.8272  0.135
H: -1.3898 -0.1412 0.0704  0.118
H: -1.7936 3.3743 2.4432  0.100
H: 2.7829 -3.2341 -1.0131  0.070
C: -1.5863 -0.7883 -2.4476  -0.204
O: 2.3428 1.6540 -1.7006  0.175
C: -2.5758 -2.5782 -0.8369  -0.098
H: -3.7470 4.7621 1.3927  0.047
O: -3.7850 4.4159 2.2896  -0.044
H: 0.5209 -0.3457 -2.2817  0.097
C: 0.5639 1.4877 1.4514  -0.017
H: -0.1572 -0.7411 2.5435  0.132
C: -0.4398 0.1465 -0.3896  -0.110
C: 2.1492 0.0103 0.2808  -0.166
O: -1.6646 1.0900 2.3355  0.111
O: 3.7007 2.0995 0.1788  0.194
C: 2.7582 -0.3409 1.6424  -0.450
O: 3.8381 -0.1019 2.0900  0.166
H: -2.6984 -3.6645 -0.8346  0.071
C: -0.8236 1.8528 1.9264  -0.502
C: 2.4499 -2.4946 -0.2941  0.057
O: 1.8414 -1.0792 2.3302  0.034
H: -2.2076 0.0747 -2.1800  0.110

The value obtained for the HOMO-LUMO gap is 9.9 eV. The total energy is -28865.5105 eV. As for the SMILES: C=C[C@]1(B(O)O)C(=O)OC[C@@]1(CCCCC)CC(=O)O.O. Its relative energy (zero: lowest compared OMol25 entry of this formula, charge and spin) is 23.3 kJ/mol. The total charge is 0. As for the max |F|: 0.0175 hartree/bohr. For the highest occupied orbital energy, the calculation gives -9.58 eV.

# C12H17Br9N2O

C12H17Br9N2O as an isolated structure at a distorted geometry (wB97M-V/def2-TZVPD, the Open Molecules 2025 dataset).

Each line ends with the Löwdin charge.
Cartesian coordinates (Å):
H: -3.6547 -1.8167 1.4432  0.158
Br: -3.6561 5.2118 -0.7398  0.551
C: -3.5310 0.2476 1.3364  -0.204
Br: 1.1265 2.8218 -4.8806  0.582
H: 0.1483 2.7432 1.2913  -0.098
H: -4.1565 2.8142 -0.5234  -0.092
H: -0.1084 -5.1752 0.8637  0.059
H: -1.3716 -1.6873 2.7745  0.123
H: 3.2314 -4.3605 0.6612  0.080
C: 3.6165 -3.3772 0.4956  -0.131
C: -1.9902 -0.9035 2.3365  -0.145
C: -1.6810 0.4524 2.4252  -0.128
H: 1.2938 3.2741 -2.4084  -0.147
N: 4.2283 -1.6806 -0.8186  0.012
H: -2.8572 2.3371 1.6613  0.103
C: 4.0219 -2.2782 1.3896  -0.059
C: -4.7817 3.6364 -0.8101  -1.649
Br: 3.5000 2.3511 -2.7483  0.563
H: 3.9635 -2.3402 2.5063  0.098
H: 4.5542 -1.1682 -1.6001  0.130
H: 0.3768 -3.9865 -0.9161  0.086
H: 3.6381 -3.5563 -1.7052  0.125
Br: -6.2551 3.6565 0.4228  0.595
H: -4.5257 0.3089 0.8935  0.115
C: 1.9738 3.3923 -3.2388  -1.731
Br: -5.1049 3.1866 -2.6687  0.567
H: -0.6718 0.6901 2.7067  0.058
C: -0.6554 -3.8953 -0.4975  -0.104
N: -3.1214 -0.9891 1.6516  0.015
H: 4.8342 -0.2816 0.6058  0.081
Br: -0.7899 1.9792 -0.8107  0.642
C: -2.7356 1.2345 1.8108  -0.135
Br: 1.3766 4.2530 0.0545  0.659
Br: 1.7775 1.0949 0.8333  0.632
H: -0.8584 -2.9035 -0.1953  0.040
H: -1.4255 -4.0936 -1.2237  0.063
O: -0.9545 -4.7227 0.7129  -0.151
C: 3.7695 -2.9623 -0.7703  -0.189
C: 0.6059 2.5446 0.3985  -1.605
Br: 2.3731 5.2163 -3.1885  0.596
C: 4.4767 -1.2678 0.4690  -0.160

The value obtained for the HOMO-LUMO gap is 8.2 eV. The total energy is -648126.3217 eV. The total charge is 0. As for the max |F|: 0.0712 hartree/bohr. For the highest occupied orbital energy, the calculation gives -8.43 eV.

# C4H11N3S

C4H11N3S in the gas phase at a distorted geometry (wB97M-V/def2-TZVPD, the Open Molecules 2025 dataset).

Each line ends with the Löwdin charge.
Cartesian coordinates (Å):
H: 0.0593 1.6611 2.4119  0.118
H: -0.5634 0.0597 -3.1935  0.067
H: -1.0439 2.2670 1.0238  0.071
S: 1.6757 -0.7597 -1.8492  0.469
H: -1.2093 -0.5133 1.6447  0.130
H: 2.4328 0.3362 0.2026  0.028
N: -1.3781 -0.0503 -0.2541  -0.025
H: 2.5125 -1.4740 0.3155  0.064
H: -2.2429 -0.5574 -0.3171  0.142
C: 0.6914 -0.7746 0.9141  -0.234
C: -0.2705 1.5394 1.2880  -0.055
H: 0.2941 -1.8683 0.8974  0.128
H: 1.2083 -0.7496 1.8766  0.096
N: -0.7370 0.2033 -1.3678  -0.140
C: -0.6319 0.0899 0.9568  -0.377
H: 0.6290 1.8290 0.7512  0.063
H: -1.9974 -0.6948 -2.7072  0.068
C: 1.9340 -0.5747 -0.0405  -0.647
N: -1.3626 0.0310 -2.5531  0.034

The value obtained for the HOMO-LUMO gap (spin up / spin down) is 5.9 / 8.3 eV. The total energy is -19627.6264 eV. Its relative energy (zero: lowest compared OMol25 entry of this formula, charge and spin) is 437.5 kJ/mol. The total charge is 0. As for the max |F|: 0.0543 hartree/bohr. For the highest occupied orbital energy (spin up / spin down), the calculation gives -6.53 / -7.67 eV.